No. 1
A structure of composition C18H36NO3PdSi2. Source: OMol25; level of theory: ωB97M-V with the def2-TZVPD basis set.

XYZ file:
```
61
Properties=species:S:1:pos:R:3:forces:R:3
Pd 0.2149 0.3268 0.8438 -0.012 0.266 0.517
C 0.6467 -0.7261 3.8090 -0.021 0.011 -0.019
O 0.1232 0.3999 3.1038 0.044 -0.039 0.022
C -1.1218 0.8390 3.6382 0.012 -0.026 -0.041
C -1.7399 1.7813 2.6338 -0.047 0.009 0.020
O -1.8409 1.1871 1.3372 0.186 -0.137 -0.245
C -3.0480 0.4832 1.0452 -0.028 -0.059 0.042
C -3.1393 -0.8743 1.7149 0.010 -0.055 -0.007
O -1.9100 -1.5550 1.5651 -0.134 0.099 -0.051
C -2.0220 -2.9203 1.9378 0.015 -0.003 -0.006
H 0.9107 -0.4430 4.8295 -0.010 0.009 -0.002
H -0.0898 -1.5330 3.8265 0.016 -0.005 -0.005
H 1.5327 -1.0607 3.2766 0.021 0.003 0.000
H -1.7567 -0.0317 3.8204 0.015 0.036 0.010
H -0.9612 1.3617 4.5859 0.013 -0.008 0.008
H -2.7270 2.1022 2.9744 -0.010 0.007 -0.011
H -1.1110 2.6632 2.5107 0.021 -0.010 -0.012
H -3.9019 1.0992 1.3393 -0.024 -0.011 -0.030
H -3.0554 0.3740 -0.0372 0.018 0.033 0.017
H -3.3927 -0.7885 2.7792 -0.040 0.001 -0.019
H -3.9533 -1.4293 1.2323 -0.014 -0.002 0.011
H -2.7336 -3.4416 1.2911 0.003 -0.003 0.007
H -1.0407 -3.3746 1.8278 0.000 0.004 0.005
H -2.3523 -3.0143 2.9772 -0.007 -0.011 0.014
C 1.0984 3.2484 -0.9926 0.021 0.097 0.026
Si 0.2103 1.9100 -1.9459 0.087 -0.191 0.096
C -1.6287 2.2017 -1.8729 -0.110 -0.045 0.054
C 0.7874 1.9492 -3.7188 0.035 0.020 -0.119
C 0.6790 0.2436 -1.1522 -0.303 0.155 -0.079
C 2.1247 0.2138 -0.8158 -0.008 -0.020 -0.033
C 3.2813 0.2100 -1.5844 0.093 -0.001 0.165
C 4.4939 0.2213 -0.9144 -0.021 0.002 0.140
C 4.5301 0.2435 0.4826 0.029 -0.007 -0.214
C 3.3411 0.2448 1.1795 -0.116 -0.010 0.004
N 2.1788 0.2190 0.5236 0.232 -0.141 -0.250
Si 0.1160 -1.4368 -1.8353 0.060 0.124 0.148
C 0.9067 -1.7408 -3.4934 0.064 -0.016 -0.145
C 0.7210 -2.7493 -0.6470 0.051 -0.069 0.085
C -1.7355 -1.5193 -2.0218 -0.095 0.018 -0.037
H 0.8542 4.2281 -1.4114 0.034 -0.005 0.010
H 2.1838 3.1282 -1.0395 -0.011 0.018 -0.011
H 0.8113 3.2579 0.0614 -0.018 -0.009 0.005
H -1.8985 3.0208 -2.5437 0.002 0.001 0.021
H -1.9326 2.4799 -0.8620 -0.023 -0.001 -0.018
H -2.2028 1.3240 -2.1765 0.003 0.035 -0.024
H 0.6286 2.9518 -4.1247 0.003 -0.019 -0.012
H 0.2414 1.2474 -4.3516 0.006 0.013 0.009
H 1.8536 1.7298 -3.8074 -0.022 0.002 -0.028
H 3.2281 0.2059 -2.6635 -0.008 -0.001 0.010
H 5.4182 0.2194 -1.4773 0.010 0.002 0.025
H 5.4666 0.2622 1.0201 0.009 -0.003 -0.019
H 3.3063 0.2715 2.2602 -0.011 0.006 0.009
H 1.9957 -1.6740 -3.4479 -0.015 -0.025 -0.012
H 0.5541 -1.0411 -4.2527 0.015 -0.023 -0.003
H 0.6577 -2.7506 -3.8301 0.010 0.015 -0.018
H 1.8105 -2.8366 -0.6871 -0.013 0.003 0.002
H 0.3043 -3.7263 -0.9044 0.016 0.007 -0.004
H 0.4459 -2.5224 0.3859 -0.015 -0.003 -0.045
H -2.0859 -0.8898 -2.8428 -0.011 -0.001 0.034
H -2.2469 -1.2235 -1.1057 -0.006 -0.057 -0.011
H -2.0290 -2.5468 -2.2531 -0.002 0.018 0.011
```
Positions in Å, forces in eV/Å.

HOMO level: -0.43128 Eh
Charge: +1
LUMO level: -2.75 eV
Energy above the lowest of the compared OMol25 structures with the same formula, charge and spin: 0.000 eV
Frontier orbital gap: 8.98 eV

These are the Mulliken partial charges, in e, on atoms 1 to 4:
1. Pd -0.34
2. C -0.76
3. O -0.18
4. C -0.50

No. 2
A cluster of 9 separate species, C18H36O36S9 in total in a non-equilibrium geometry. Source: OMol25; level of theory: ωB97M-V with the def2-TZVPD basis set.

XYZ file:
```
99
Properties=species:S:1:pos:R:3:forces:R:3
O -7.1405 -2.8031 7.7348 -0.413 2.036 -2.604
S -7.2332 -1.8261 6.6505 0.629 0.802 -0.659
O -7.8234 -2.0840 5.3218 1.192 0.264 3.428
O -7.8291 -0.3903 7.2343 -2.407 -3.591 0.039
C -7.0630 0.7115 7.0536 2.187 1.292 -0.447
C -5.9416 0.2284 6.0872 -0.480 1.035 0.639
O -5.7343 -1.1276 6.4260 -1.099 -1.405 0.037
H -7.5898 1.5414 6.5826 -0.323 -0.166 0.033
H -6.7333 1.0157 8.0470 0.430 0.227 -0.093
H -4.9997 0.7607 6.2202 -0.116 -0.138 -0.110
H -6.3566 0.3664 5.0888 0.409 -0.350 -0.272
O -5.8329 -8.0932 4.7417 3.949 -0.452 -2.350
S -4.5006 -8.4062 4.1351 -1.938 -0.933 2.763
O -4.1752 -9.8342 3.9665 -0.289 3.349 -0.178
O -4.1598 -7.4875 2.8218 -1.519 -1.567 0.972
C -2.7620 -7.2899 2.8236 0.073 2.673 0.198
C -2.5070 -6.7952 4.2857 0.170 -1.884 -0.389
O -3.3230 -7.6788 5.0842 -0.973 -0.914 -0.946
H -2.2678 -8.1279 2.3320 0.395 -0.061 0.804
H -2.6249 -6.3731 2.2503 0.145 -0.291 -0.564
H -2.8573 -5.7873 4.5078 0.128 0.054 -0.577
H -1.4567 -6.9294 4.5444 -0.131 0.034 0.273
O 0.2972 -4.7163 -8.4536 -0.886 -3.716 2.527
S -0.0178 -6.0433 -7.8517 1.692 1.156 0.208
O -0.9565 -6.8880 -8.5354 0.596 0.697 1.003
O 1.3799 -6.8868 -7.5917 -0.424 0.678 -1.071
C 1.4623 -7.4572 -6.3198 0.377 -1.810 1.820
C 0.1966 -7.1728 -5.5514 -0.351 -0.440 -0.103
O -0.2658 -6.0275 -6.1700 -1.648 2.902 -2.424
H 1.5660 -8.5421 -6.3032 0.142 -0.132 -0.935
H 2.2864 -7.1384 -5.6816 0.397 0.804 -0.811
H 0.3972 -6.9547 -4.5024 -0.036 0.138 -0.110
H -0.5767 -7.9391 -5.6067 0.141 -0.279 -0.099
O -1.4594 -0.8247 1.5117 -0.376 1.119 -2.050
S -1.7880 -0.1244 0.2822 0.330 0.592 0.904
O -3.0778 0.5555 0.1915 2.562 -1.196 -0.333
O -0.4795 0.9070 -0.1049 -2.551 -1.091 2.792
C -0.2721 0.8557 -1.4629 0.414 -0.405 -1.144
C -0.4606 -0.6542 -1.7909 1.958 0.584 -1.018
O -1.5140 -1.0986 -0.9988 -2.131 0.640 1.367
H -0.9737 1.5074 -1.9836 -0.313 -0.231 -0.230
H 0.7092 1.3118 -1.5934 0.188 -0.618 -0.416
H 0.3625 -1.3081 -1.5028 0.601 0.557 0.013
H -0.6008 -0.8308 -2.8573 -0.676 0.055 0.114
O 5.1184 -1.7815 1.4728 -0.333 -0.377 1.721
S 4.5483 -2.0208 2.7763 0.120 -0.366 1.578
O 3.6924 -3.1460 3.0459 0.925 1.283 -0.800
O 5.6626 -2.0493 4.0611 -1.625 -3.026 -2.159
C 5.9014 -0.8061 4.5653 2.102 0.726 -0.367
C 4.6626 -0.0463 4.2960 -1.562 2.529 1.102
O 3.8637 -0.6524 3.3021 0.558 -1.312 -1.143
H 6.2011 -0.8269 5.6131 -0.512 -0.320 0.127
H 6.8090 -0.5034 4.0431 -0.083 1.072 -0.135
H 4.8276 0.9919 4.0079 0.238 -0.053 -0.164
H 4.0111 0.0068 5.1683 0.158 -0.164 0.238
O 0.8508 3.4686 -9.2736 2.007 0.742 0.899
S 2.1332 3.5807 -8.6034 0.092 -1.400 -0.135
O 2.3201 2.9486 -7.3229 -0.389 0.884 -1.102
O 3.3383 2.9738 -9.5568 -1.450 1.324 0.221
C 4.0461 4.0480 -10.2088 1.130 -0.926 0.596
C 3.9120 5.2829 -9.2609 -0.320 0.102 -0.988
O 2.6960 5.1036 -8.5624 -1.971 -1.614 0.150
H 5.0055 3.5579 -10.3748 0.579 0.725 0.658
H 3.7837 4.2495 -11.2474 -1.173 0.150 0.234
H 3.6906 6.1289 -9.9116 0.678 0.313 0.249
H 4.5981 5.5032 -8.4431 0.802 -0.299 -0.760
O 3.5105 -4.0025 10.3022 -1.542 0.428 -0.757
S 2.2401 -3.9207 9.6408 -2.926 -1.113 -2.049
O 1.8556 -4.9373 8.5925 1.353 3.408 3.105
O 1.0099 -3.7651 10.6928 -0.144 -0.081 -0.826
C -0.0379 -2.7848 10.2108 0.629 -2.090 1.020
C 0.6228 -1.9650 9.1458 -1.902 -0.545 -0.696
O 1.9464 -2.3622 9.0872 2.747 -0.181 0.096
H -0.9082 -3.2691 9.7680 0.101 -0.510 0.509
H -0.2919 -2.2769 11.1411 0.013 0.126 -0.305
H 0.2462 -0.9764 9.4084 1.819 0.917 -0.099
H 0.1872 -2.1292 8.1602 -0.157 -0.360 -0.011
O 2.9491 9.6437 -1.4353 3.569 -3.030 -0.335
S 4.0041 8.6645 -1.8320 -1.955 1.346 -0.783
O 4.1527 8.4343 -3.2703 0.710 0.572 2.630
O 5.5163 8.9322 -0.9825 -3.133 -1.304 -2.204
C 6.0607 7.6014 -0.8143 0.179 0.091 1.308
C 4.9690 6.4891 -1.0783 1.676 0.330 -0.494
O 3.7251 7.1560 -1.1973 0.279 1.458 0.159
H 6.9735 7.4713 -1.3956 -0.317 0.013 -0.358
H 6.3591 7.6408 0.2333 -0.004 -0.441 0.053
H 4.9781 5.6899 -0.3371 -0.517 0.612 0.547
H 5.2685 5.9473 -1.9755 -0.478 0.351 -0.529
O -2.0140 6.9382 -4.4097 -0.988 1.680 -1.598
S -2.7447 7.8112 -5.3236 0.946 1.175 -0.962
O -2.2160 9.1911 -5.6918 -2.503 -5.233 1.386
O -3.1046 6.9492 -6.7231 3.492 3.920 -0.630
C -3.9634 5.9612 -6.4835 -2.012 -1.496 2.449
C -4.9106 6.5701 -5.4105 -1.427 -1.498 0.002
O -4.3329 7.7334 -4.8702 1.518 1.212 -0.159
H -4.5789 5.6785 -7.3375 0.607 -0.024 -0.205
H -3.4233 5.1490 -5.9969 -0.204 -0.585 -0.472
H -5.1283 5.8342 -4.6365 0.406 0.103 0.310
H -5.8960 6.7701 -5.8314 0.170 0.738 -0.124
```
Positions in Å, forces in eV/Å.

SMILES string: O=S1(=O)OCCO1.O=S1(=O)OCCO1.O=S1(=O)OCCO1.O=S1(=O)OCCO1.O=S1(=O)OCCO1.O=S1(=O)OCCO1.O=S1(=O)OCCO1.O=S1(=O)OCCO1.O=S1(=O)OCCO1
HOMO level: -0.40394 Eh
Charge: 0
LUMO level: -0.07 eV
Energy above the lowest of the compared OMol25 structures with the same formula, charge and spin: 8.250 eV
Frontier orbital gap: 10.92 eV

These are the Mulliken partial charges, in e, on atoms 1 to 4:
1. O -0.50
2. S 1.10
3. O -0.51
4. O -0.31

No. 3
A cluster of 6 separate species, C18H36O6 in total. Source: OMol25; level of theory: ωB97M-V with the def2-TZVPD basis set.

XYZ file:
```
60
Properties=species:S:1:pos:R:3:forces:R:3
C 0.9990 4.0389 4.1472 -0.372 -0.072 0.690
C -0.5136 4.1045 4.1405 0.302 -0.156 -0.318
C -1.2273 3.2882 3.0911 0.359 -0.375 -0.634
O -1.1218 4.7472 4.9502 -0.327 0.331 0.388
H 1.3670 4.8055 4.8258 0.117 0.130 -0.229
H 1.4107 4.1095 3.1465 0.164 0.003 -0.047
H 1.2772 3.0807 4.6030 0.051 -0.048 -0.304
H -1.9303 3.8826 2.5098 -0.119 0.146 0.252
H -1.7664 2.4621 3.5537 -0.107 0.087 0.086
H -0.5096 2.8644 2.3821 -0.075 -0.060 0.079
C -2.9480 4.1764 -1.3981 -0.477 0.198 0.406
C -1.7768 3.5196 -2.0577 0.288 -0.155 -0.099
C -0.4043 4.1038 -1.8309 -0.061 0.452 0.289
O -1.8981 2.5187 -2.7255 -0.144 -0.106 -0.024
H -3.0484 5.2298 -1.6700 0.114 -0.043 -0.137
H -2.8295 4.1742 -0.3082 0.166 -0.059 -0.097
H -3.8710 3.6485 -1.6269 0.051 0.006 -0.152
H -0.3640 4.6987 -0.9139 0.042 -0.213 0.027
H -0.1356 4.8008 -2.6283 -0.099 -0.170 -0.165
H 0.3125 3.2888 -1.8119 0.145 0.043 -0.001
C 1.6130 -4.4301 -0.2131 -0.008 -0.117 -0.341
C 0.5844 -5.5232 -0.3894 0.049 -0.023 0.144
C -0.0277 -5.7181 -1.7550 0.045 0.105 0.026
O 0.2670 -6.2266 0.5423 -0.035 0.045 -0.085
H 2.2826 -4.7275 0.5874 0.017 0.217 0.143
H 1.0998 -3.4946 0.0193 0.037 -0.029 0.199
H 2.1772 -4.2190 -1.1242 -0.028 -0.162 0.002
H -0.0169 -4.7971 -2.3379 -0.028 -0.021 -0.035
H -1.0378 -6.1060 -1.6525 -0.014 -0.030 -0.033
H 0.5768 -6.4552 -2.2887 -0.005 0.012 -0.033
C -0.4693 0.3693 0.0337 0.310 0.788 0.413
C 0.0568 -0.7437 -0.8205 -0.456 -0.096 0.073
C -0.9601 -1.5207 -1.6179 -0.278 -0.243 0.152
O 1.2233 -1.0388 -0.8093 0.503 -0.119 -0.149
H -1.2658 0.9403 -0.4419 -0.142 -0.181 -0.011
H 0.3381 1.0541 0.3049 0.063 -0.090 -0.193
H -0.8136 -0.0326 0.9907 -0.277 -0.175 -0.192
H -0.6943 -2.5775 -1.6253 0.100 0.039 -0.082
H -1.0120 -1.1687 -2.6487 0.089 0.123 0.007
H -1.9554 -1.4168 -1.1820 0.027 0.038 -0.072
C 2.0041 -1.6543 -4.1430 0.410 -0.198 0.541
C 2.5872 -1.5428 -5.5250 -0.118 0.242 -0.126
C 2.8452 -0.1669 -6.0892 -0.439 -0.108 -0.117
O 2.8078 -2.5446 -6.1612 0.076 -0.038 -0.151
H 1.9853 -0.7441 -3.5467 0.034 0.130 -0.195
H 2.6603 -2.3700 -3.6381 -0.265 0.005 0.179
H 1.0011 -2.0762 -4.1636 -0.016 -0.082 -0.164
H 3.4165 0.4720 -5.4181 0.085 -0.089 0.065
H 1.8612 0.3042 -6.2103 0.126 0.058 -0.010
H 3.3159 -0.2569 -7.0633 0.100 0.070 0.002
C -0.3389 -1.5134 3.7173 0.292 0.366 0.104
C -0.5111 -1.3155 5.2095 -0.186 0.285 -0.219
C -1.2939 -0.1035 5.6685 -0.186 -0.245 -0.153
O -0.0076 -2.0629 6.0025 0.158 -0.373 0.301
H 0.7233 -1.6963 3.5515 -0.028 -0.081 -0.124
H -0.6243 -0.5978 3.2015 -0.069 -0.140 -0.215
H -0.8918 -2.3660 3.3292 -0.114 -0.032 0.118
H -1.1948 0.7220 4.9660 0.128 0.113 0.127
H -0.9740 0.1584 6.6711 -0.042 0.147 0.053
H -2.3596 -0.3556 5.6913 0.065 -0.050 0.039
```
Positions in Å, forces in eV/Å.

SMILES string: CC(C)=O.CC(C)=O.CC(C)=O.CC(C)=O.CC(C)=O.CC(C)=O
HOMO level: -0.35105 Eh
Charge: 0
LUMO level: 0.14 eV
Energy above the lowest of the compared OMol25 structures with the same formula, charge and spin: 0.274 eV
Frontier orbital gap: 9.69 eV

These are the Mulliken partial charges, in e, on atoms 1 to 4:
1. C -1.03
2. C 0.67
3. C -0.55
4. O -0.56

- Which value of energy above the lowest of the compared OMol25 structures with the same formula, charge and spin does entry 3 give?
  0.274 eV

- Which formula does entry 2 have?
  C18H36O36S9

- The lowest frontier orbital gap belongs to which entry?
  C18H36NO3PdSi2